No. 1
One molecule with the formula C6H13N in a non-equilibrium geometry, computed with ωB97M-V with the def2-TZVPD basis set.

```
20
Properties=species:S:1:pos:R:3:forces:R:3:lowdin_charge:R:1
C 1.977 -0.445 -0.714 0.624 -2.010 -0.489 -0.108
C 0.427 -0.845 -0.579 2.280 0.596 -1.656 -0.222
C -0.538 0.235 -0.163 1.577 -2.260 2.442 -0.362
C -0.847 1.227 -1.015 -2.132 1.825 -1.188 -0.205
N 0.061 2.061 -1.551 3.743 -0.807 0.072 0.080
C -0.711 0.231 1.376 -2.941 -1.022 -1.012 -0.191
C -1.274 -1.224 1.773 -0.912 0.270 1.373 -0.144
H 2.453 -0.675 0.243 -0.065 0.937 0.321 0.045
H 2.588 -1.235 -1.317 -1.286 1.471 0.265 0.085
H 2.208 0.587 -1.089 -0.148 -1.204 0.379 0.045
H 0.067 -1.177 -1.591 0.530 -0.095 0.894 0.109
H 0.419 -1.709 0.129 -0.257 0.823 -0.800 0.088
H -1.840 1.382 -1.571 0.416 0.691 2.053 0.137
H -0.164 2.989 -1.843 -0.415 -0.058 -0.579 0.088
H 1.031 1.969 -1.100 -2.253 0.525 -1.060 0.116
H 0.261 0.590 1.939 -2.023 -0.676 -1.081 0.136
H -1.636 0.904 1.508 1.686 -0.498 0.649 0.111
H -0.620 -2.114 1.692 0.252 0.841 0.588 0.045
H -2.068 -1.541 1.066 0.228 0.800 0.224 0.070
H -1.795 -1.208 2.805 1.097 -0.152 -1.396 0.077
```
Forces are in eV/Å.

Calculated values
* energy above the lowest of the compared OMol25 structures with the same formula, charge and spin: 100.3 kcal/mol
* multiplicity: 1
* highest occupied orbital energy: -6.238 eV
* DFT total energy: -290.99889 Eh
* SMILES string: CCC(=CN)CC

No. 2
An isolated ion of composition C4H8O3P and charge +1 in a non-equilibrium geometry, computed with ωB97M-V with the def2-TZVPD basis set.

```
16
Properties=species:S:1:pos:R:3:forces:R:3:lowdin_charge:R:1
C 1.021 0.731 -0.097 -0.205 2.324 -2.658 -0.118
C -0.546 0.821 0.096 1.013 -2.684 -1.009 -0.063
C 1.478 -0.544 0.429 1.045 -0.179 2.139 -0.347
C -1.004 -0.667 -0.015 0.713 -0.334 1.833 -0.032
O 2.622 -1.043 -0.080 0.850 -0.446 -0.480 -0.321
O 4.051 1.090 0.175 0.220 1.316 0.354 -0.393
O 0.222 -1.551 0.121 1.413 1.029 0.508 0.048
P 4.289 -0.278 -0.181 -2.027 -1.681 -0.102 1.072
H 1.506 0.889 -1.154 -1.607 -0.440 1.534 0.172
H 1.577 1.487 0.470 -0.430 0.065 0.116 0.126
H -0.767 1.131 1.079 -0.194 0.631 1.030 0.105
H -1.223 1.279 -0.606 0.599 1.049 -0.409 0.124
H 1.544 -0.499 1.552 -0.615 -0.708 -0.920 0.192
H 0.540 -2.036 -0.658 -0.479 -0.072 -0.348 0.177
H -1.613 -0.998 0.830 0.134 0.190 -0.080 0.141
H -1.496 -0.991 -0.880 -0.430 -0.060 -1.508 0.117
```
Forces are in eV/Å.

Calculated values
* energy above the lowest of the compared OMol25 structures with the same formula, charge and spin: 28.7 kcal/mol
* multiplicity: 1
* charge: +1
* highest occupied orbital energy: -15.636 eV
* DFT total energy: -723.99388 Eh

No. 3
An isolated ion of composition C5H10N3O3S and charge +1 in a non-equilibrium geometry, computed with ωB97M-V with the def2-TZVPD basis set.

```
22
Properties=species:S:1:pos:R:3:forces:R:3:lowdin_charge:R:1
C 0.851 0.613 -0.248 2.404 1.471 -0.786 -0.558
C 0.111 -1.793 -0.117 1.234 -1.132 -0.498 -0.555
C -1.328 1.266 -0.996 0.456 -0.058 0.839 -0.128
C -1.384 1.259 0.579 -3.467 1.781 -2.349 -0.107
C 0.297 -0.510 0.565 -0.017 0.140 3.296 -0.121
N 0.079 1.068 -1.323 0.974 1.079 -0.995 0.020
N 1.193 -2.405 -0.541 4.148 0.719 1.362 0.227
N -1.144 -0.131 0.982 0.625 1.563 4.550 0.089
O -0.969 -2.262 -0.304 -2.873 -0.325 -0.296 0.116
O 1.469 1.573 0.683 0.153 0.246 -0.194 -0.304
O 3.183 -0.396 0.561 0.131 1.781 -0.606 -0.476
S 2.718 0.826 -0.146 -1.713 -2.712 0.797 1.140
H -1.917 0.438 -1.395 -0.201 -0.005 0.103 0.124
H -1.627 2.174 -1.527 -0.408 -0.020 0.727 0.136
H -0.557 1.879 0.976 -1.152 -0.111 0.131 0.132
H -2.485 1.573 0.849 2.385 -0.515 0.089 0.183
H 0.955 -0.647 1.563 -1.514 0.344 -2.444 0.224
H 0.429 1.890 -1.903 -0.012 -1.856 1.342 0.180
H 2.141 -2.363 -0.065 -1.722 0.678 -0.854 0.152
H 1.073 -3.242 -1.011 -0.604 -1.859 -1.054 0.107
H -1.215 0.016 2.080 0.453 -1.206 -2.541 0.242
H -1.873 -0.828 0.737 0.720 -0.004 -0.618 0.177
```
Forces are in eV/Å.

Calculated values
* energy above the lowest of the compared OMol25 structures with the same formula, charge and spin: 44.8 kcal/mol
* multiplicity: 1
* charge: +1
* highest occupied orbital energy: -13.287 eV
* DFT total energy: -984.37537 Eh

No. 4
C4H8FN as an isolated structure in a non-equilibrium geometry, computed with ωB97M-V with the def2-TZVPD basis set.

```
14
Properties=species:S:1:pos:R:3:forces:R:3:lowdin_charge:R:1
C -0.443 0.513 -1.847 -0.447 0.145 0.008 -0.066
C 0.948 0.395 -1.243 0.334 -0.009 0.297 -0.071
C -0.234 0.606 -0.398 -1.237 -3.242 3.182 -0.353
C 0.121 -0.896 1.901 0.279 0.179 0.352 -0.222
N -0.810 -0.822 0.813 0.740 2.765 -3.764 -0.022
F -0.430 1.750 0.288 0.126 0.261 -0.259 0.044
H -0.702 1.430 -2.359 0.054 0.055 0.022 0.107
H -0.902 -0.372 -2.252 -0.037 -0.192 0.027 0.103
H 1.419 -0.575 -1.241 -0.047 -0.128 0.042 0.103
H 1.636 1.223 -1.354 -0.069 0.091 -0.032 0.108
H 0.221 0.027 2.489 0.086 -0.119 -0.026 0.070
H -0.244 -1.693 2.563 0.218 0.105 0.032 0.075
H 1.104 -1.188 1.518 -0.109 0.005 0.151 0.069
H -1.683 -0.398 1.121 0.109 0.085 -0.032 0.055
```
Forces are in eV/Å.

Calculated values
* energy above the lowest of the compared OMol25 structures with the same formula, charge and spin: 64.7 kcal/mol
* multiplicity: 1
* highest occupied orbital energy: -9.007 eV
* DFT total energy: -311.71631 Eh

No. 5
A 2-piece molecular cluster, C2H4O3Si overall in a non-equilibrium geometry, computed with ωB97M-V with the def2-TZVPD basis set.

```
10
Properties=species:S:1:pos:R:3:forces:R:3:lowdin_charge:R:1
C 0.364 -1.572 0.080 3.368 -2.514 2.732 -0.320
C -1.162 0.934 -0.106 0.908 -0.190 0.264 -0.123
O -0.510 -2.281 -0.285 -0.357 0.216 -0.345 0.012
O 1.897 0.920 0.634 0.804 0.433 1.752 -0.135
O 1.845 0.886 -0.865 0.276 -0.128 -1.285 -0.128
Si 0.579 0.279 -0.026 -1.786 0.703 -1.117 0.418
H 1.448 -2.196 0.895 -2.498 1.524 -2.060 0.158
H -1.404 1.314 0.897 -0.405 -0.509 -0.205 0.049
H -1.413 1.717 -0.810 0.331 0.134 -0.215 0.040
H -1.646 0.000 -0.415 -0.641 0.332 0.477 0.028
```
Forces are in eV/Å.

Calculated values
* energy above the lowest of the compared OMol25 structures with the same formula, charge and spin: 107.4 kcal/mol
* multiplicity: 1
* highest occupied orbital energy: -9.687 eV
* DFT total energy: -593.69741 Eh

No. 6
C19H21IN2Ti as an isolated structure in a non-equilibrium geometry, computed with ωB97M-V with the def2-TZVPD basis set.

```
44
Properties=species:S:1:pos:R:3:forces:R:3:lowdin_charge:R:1
C -2.597 -0.752 2.259 1.144 -1.278 -0.094 -0.194
C -3.439 -0.720 1.016 0.333 0.351 -1.141 -0.197
H -2.346 -1.794 2.469 -0.262 -0.212 0.183 0.053
H -2.942 -0.345 3.196 -0.117 0.663 -0.036 0.073
H -1.604 -0.370 1.937 -0.362 0.416 0.738 0.034
H -2.842 -1.347 0.329 -1.128 -0.356 0.056 -0.061
H -4.510 -0.980 1.058 0.656 -0.169 0.106 0.084
H -3.332 0.235 0.502 -0.513 0.446 0.229 0.045
C 2.085 -1.842 1.308 1.518 -0.154 -1.034 -0.101
C 3.245 -2.577 1.312 -0.959 0.385 1.115 -0.065
C 3.903 -2.833 0.108 0.220 0.133 -1.332 -0.053
C 3.356 -2.408 -1.098 0.692 -0.472 0.076 -0.004
H 1.474 -1.604 2.174 0.216 -0.005 -0.054 0.127
H 3.626 -2.933 2.257 0.085 -0.181 -0.001 0.106
H 4.839 -3.379 0.111 -0.095 0.038 -0.046 0.108
H 3.821 -2.597 -2.051 0.316 -0.340 0.046 0.109
N 1.680 -1.328 0.112 0.371 -0.438 0.410 -0.130
C 2.171 -1.696 -1.122 0.132 0.357 0.154 -0.246
C 1.395 -1.313 -2.302 0.031 0.339 -0.409 -0.235
N 0.206 -0.645 -2.109 0.009 -0.585 -1.182 -0.131
C -0.759 -0.473 -3.042 1.223 0.195 -0.650 -0.105
C 0.828 -1.244 -4.644 1.508 -0.497 0.178 -0.052
C -0.416 -0.703 -4.354 -1.581 0.516 0.021 -0.068
H -1.741 -0.130 -2.692 0.523 -0.008 -0.242 0.133
H -1.142 -0.444 -5.134 0.388 -0.348 0.244 0.115
C 1.723 -1.578 -3.621 0.034 -0.025 -0.858 0.003
H 2.693 -2.028 -3.807 -0.245 -0.038 -0.359 0.112
H 1.111 -1.429 -5.679 -0.056 0.028 0.272 0.111
Ti -0.059 -0.819 -0.279 -3.478 0.588 3.538 0.551
I -1.077 -3.331 -0.391 -0.154 -0.183 0.079 0.256
C -0.069 1.280 0.061 -0.597 -0.234 0.345 -0.211
C -0.461 2.312 1.089 0.358 0.561 -0.091 -0.287
C -1.708 2.378 1.734 -0.173 0.031 -0.043 -0.064
C -2.067 3.440 2.576 -0.007 -0.231 -0.198 -0.095
C -1.185 4.491 2.817 -0.008 -0.253 -0.207 -0.113
C 0.076 4.440 2.211 -0.291 -0.386 -0.014 -0.094
C 0.437 3.360 1.382 -0.649 0.580 0.570 -0.058
H 1.031 1.271 -0.122 -0.451 0.357 -0.009 0.048
H -0.552 1.428 -0.926 0.068 0.646 0.346 0.041
H -2.449 1.593 1.579 0.336 0.373 -0.048 0.062
H -3.069 3.436 3.021 0.448 0.025 -0.137 0.103
H -1.500 5.330 3.451 0.298 -0.339 -0.300 0.099
H 0.750 5.276 2.379 0.129 -0.242 -0.101 0.094
H 1.416 3.372 0.925 0.090 -0.053 -0.121 0.098
```
Forces are in eV/Å.

Calculated values
* multiplicity: 3
* highest occupied orbital energy (spin up / spin down): -6.153 / -7.791 eV
* DFT total energy: -1993.21019 Eh

No. 7
An isolated ion of composition C4H6NO2 and charge +1 in a non-equilibrium geometry, computed with ωB97M-V with the def2-TZVPD basis set.

```
13
Properties=species:S:1:pos:R:3:forces:R:3:lowdin_charge:R:1
N 0.971 0.103 1.243 -0.196 2.419 1.168 0.220
C 0.686 -0.989 0.142 1.195 -0.069 0.616 -0.411
O 1.440 -1.881 0.109 0.784 -0.866 0.169 0.212
C -0.400 -0.700 -0.706 0.753 1.252 0.258 -0.068
C -1.367 0.444 -0.376 -2.172 0.553 -0.304 0.003
C -0.279 0.787 -1.253 -0.718 -0.740 -0.484 -0.305
O 0.325 1.421 -2.031 0.138 0.271 0.257 0.246
H 2.025 0.254 1.564 -2.581 -0.639 -1.184 0.233
H 0.425 -0.230 2.110 0.933 0.962 -1.374 0.201
H 0.541 1.066 0.851 1.468 -2.394 1.789 0.192
H -0.470 -1.477 -1.425 -1.008 -0.485 -0.604 0.168
H -1.524 0.881 0.633 0.349 -0.566 -0.571 0.142
H -2.374 0.319 -0.858 1.056 0.300 0.264 0.168
```
Forces are in eV/Å.

Calculated values
* energy above the lowest of the compared OMol25 structures with the same formula, charge and spin: 52.2 kcal/mol
* multiplicity: 1
* charge: +1
* highest occupied orbital energy: -14.392 eV
* DFT total energy: -360.89070 Eh
* SMILES string: [NH3+]C(=O)[C@H]1CC1=O

Number 2 is which compound?
C4H8O3P